Entry 1:
The following is a DFT calculation (the ωB97M-V functional and the def2-TZVPD basis) of a molecular structure, C46H41BN5O4S2TeW at a distorted geometry.

Values from the calculation:
HOMO-LUMO gap (spin up / spin down)   6.3532 / 5.8999 eV

The geometry in ORCA input format:
```
! RIJCOSX wB97M-V def2-TZVPD def2/J DEFGRID3
* xyz 0 4
W 1.1837 -1.2826 -2.6851
N 3.2656 -0.6825 1.5202
C 2.9596 -1.1722 0.2404
S 1.2135 -1.5005 0.0657
N 3.7061 -1.1492 -0.7784
N 3.0995 -1.4243 -2.0312
C 3.9894 -1.5925 -3.0152
C 3.5610 -1.5251 -4.2772
C 4.3830 -1.4347 -5.3895
C 3.8840 -1.1018 -6.5989
C 2.4969 -0.7432 -6.7403
C 1.6987 -0.8697 -5.6350
N 2.1498 -1.3200 -4.4444
H 2.6627 -1.1812 2.1899
H 4.2302 -0.5188 1.8776
H 5.0743 -1.7231 -2.7628
H 5.4601 -1.6253 -5.2569
H 4.5843 -1.1093 -7.4733
H 2.1359 -0.4097 -7.7548
H 0.6534 -0.5227 -5.6110
C -2.8693 0.4443 8.5167
C -2.8264 0.7405 7.0598
C -3.7337 1.5854 6.4985
C -3.6928 1.9267 5.1570
C -4.8184 2.8002 4.5511
C -2.6366 1.4159 4.3636
Te -2.5589 1.8885 2.3227
N -0.0896 -2.5174 -3.1193
C -1.1412 -3.3341 -3.2736
O -2.2673 -2.8970 -3.6627
C -0.9092 -4.8091 -3.0698
C 0.3411 -5.4176 -2.9877
C 0.4173 -6.8000 -2.8991
C -0.7056 -7.6221 -2.9133
C -1.9386 -7.0280 -3.0197
C -2.0041 -5.6634 -3.1101
C -0.7847 3.0486 2.3307
C 0.2698 2.7278 1.4513
C 1.4388 3.5333 1.4359
C 1.5133 4.5616 2.3436
C 0.4505 4.9959 3.0699
C -0.7799 4.2878 3.0046
C -1.9204 4.8750 3.7350
C -1.7318 0.4625 4.9274
C -0.6556 -0.2788 4.1162
C -1.8155 0.1700 6.2592
H -3.5991 1.1158 8.9112
H -1.9299 0.7100 9.0098
H -3.1138 -0.5788 8.7828
H -4.4475 2.0468 7.1156
H -5.5853 2.9823 5.2569
H -5.3450 2.3415 3.7256
H -4.4344 3.7488 4.2114
H 1.2695 -4.8710 -2.9861
H 1.3262 -7.3793 -2.7149
H -0.5405 -8.6836 -2.9087
H -2.8288 -7.6094 -3.1340
H -3.0080 -5.2326 -3.3338
H 0.1792 1.8383 0.8761
H 2.3451 3.2796 0.8960
H 2.4735 5.0456 2.3570
H 0.5105 5.8330 3.7295
H -1.7111 5.8532 4.1562
H -2.2263 4.2125 4.5368
H -2.8419 4.9960 3.0380
H -1.0654 -0.7120 3.2244
H -0.2347 -1.1096 4.7003
H 0.1472 0.3686 3.7679
H -1.1285 -0.4980 6.7127
C -0.8014 7.4209 -4.6078
C -0.6556 8.4149 -3.4232
O -0.5350 9.5794 -3.6394
S -0.6089 7.7525 -1.7070
C -0.2492 6.0178 -1.9488
C 1.0624 5.5212 -1.8582
C 1.2808 4.1853 -1.8885
C 0.1928 3.3222 -2.1159
C -1.1178 3.7976 -2.3075
C -1.2807 5.1395 -2.1901
C 0.4190 1.9301 -2.2704
C 0.6197 0.7325 -2.3302
H -1.6338 7.8219 -5.2267
H -0.9611 6.4062 -4.2584
H 0.0801 7.3961 -5.2385
H 1.8855 6.2131 -1.7267
H 2.2572 3.7322 -1.7790
H -2.0164 3.1055 -2.4554
H -2.2719 5.5720 -2.2721
O 0.0977 -4.0817 0.3616
B 1.2638 -3.3901 0.1386
O 2.3706 -4.2143 0.1258
C 1.8430 -5.4916 0.3190
C 2.4203 -6.7252 0.4032
C 1.5346 -7.8207 0.5008
C 0.1729 -7.7275 0.4375
C -0.4199 -6.4444 0.3986
C 0.4527 -5.3858 0.4480
H 3.4598 -6.8638 0.3608
H 1.9080 -8.8194 0.6154
H -0.4377 -8.6028 0.2785
H -1.4854 -6.3993 0.3978
*
```

=====

Entry 2:
The following is a DFT calculation (the ωB97M-V functional and the def2-TZVPD basis) of a molecular structure, C46H41BrCl4N10NaO10PS3Se at a distorted geometry.

Values from the calculation:
HOMO-LUMO gap   5.5203 eV

The geometry in ORCA input format:
```
! RIJCOSX wB97M-V def2-TZVPD def2/J DEFGRID3
* xyz -2 1
Na -0.4811 1.6302 -1.9494
Se 8.0173 0.9252 -1.6360
N 6.7775 0.9174 -0.3465
C 5.6150 0.9772 -0.9300
C 4.3409 0.9664 -0.2162
C 4.2669 0.8658 1.1723
C 3.0279 0.8156 1.7652
C 1.8945 0.8678 0.9503
N 1.9515 0.9879 -0.3640
C 3.1495 1.0374 -0.9425
C 3.1714 1.1605 -2.4223
N 1.9945 1.2875 -3.0338
C 1.9692 1.3639 -4.3543
C 3.1202 1.3171 -5.1438
C 4.3402 1.2069 -4.5177
C 4.3767 1.1310 -3.1272
C 5.6326 1.0363 -2.3856
N 6.8055 1.0169 -2.9492
H 5.1824 0.8248 1.7485
H 2.9185 0.7434 2.8387
H 0.9014 0.8168 1.3779
H 0.9897 1.4788 -4.8020
H 3.0429 1.3726 -6.2212
H 5.2698 1.1770 -5.0717
C 2.3416 -11.9851 3.8629
O 1.3450 -11.0567 4.2320
C 1.3055 -9.8765 3.5428
C 0.2977 -8.9906 3.9071
C 0.1797 -7.7744 3.2628
C 1.0599 -7.4090 2.2440
C 2.0616 -8.3045 1.8910
C 2.1920 -9.5300 2.5290
C 0.9560 -6.1319 1.5275
N 1.7294 -5.7665 0.5352
C 1.2667 -4.5223 0.1609
C 0.2097 -4.1421 0.9389
N 0.0148 -5.1813 1.8170
C -0.4870 -2.9033 0.7916
C -1.5931 -2.5331 1.5677
C -2.1896 -1.3292 1.3332
C -1.6476 -0.5039 0.3394
N -0.6056 -0.8252 -0.3971
C -0.0363 -2.0297 -0.2106
C 1.0596 -2.4455 -1.1073
N 1.3802 -1.6390 -2.1298
C 2.3332 -2.0178 -2.9541
C 3.0608 -3.2050 -2.8192
C 2.7417 -4.0454 -1.7830
C 1.7149 -3.6786 -0.9105
H 2.2010 -12.8529 4.5023
H 3.3451 -11.5799 4.0203
H 2.2384 -12.2881 2.8172
H -0.3868 -9.2751 4.6953
H -0.6219 -7.1105 3.5621
H 2.7393 -8.0242 1.0959
H 2.9831 -10.1997 2.2247
H -0.7058 -5.2380 2.5121
H -1.9787 -3.2055 2.3271
H -3.0603 -1.0029 1.8842
H -2.0763 0.4739 0.1715
H 2.5402 -1.3498 -3.7857
H 3.8424 -3.4469 -3.5281
H 3.2450 -4.9923 -1.6331
Cl -1.6658 5.4384 -6.2350
C -2.0089 5.1411 -4.4933
Cl -1.7882 6.6313 -3.6068
Cl -3.6965 4.6119 -4.3159
C -1.1545 3.9908 -4.0962
N -0.9188 2.8657 -4.1708
O -3.5827 -1.8779 -1.6207
Cl -2.8040 -2.4007 -2.7251
O -2.0410 -3.5488 -2.2731
O -3.6941 -2.7956 -3.7976
O -1.8939 -1.3793 -3.2056
Br -7.3869 -0.1425 -2.4230
C -5.6511 0.6287 -2.3199
C -4.8090 0.5646 -3.4081
C -3.5477 1.1236 -3.2636
N -3.1187 1.7167 -2.1515
C -3.9593 1.7606 -1.1179
C -5.2414 1.2334 -1.1489
H -5.0900 0.0548 -4.3175
H -2.8461 1.0884 -4.0875
H -3.5976 2.2649 -0.2306
H -5.8822 1.2849 -0.2805
C 2.6233 4.4237 -1.8484
S 0.8748 4.7200 -1.6568
O 0.7792 5.7159 -0.6141
O 0.4874 5.2375 -2.9856
O 0.2822 3.4209 -1.3568
H 3.1035 5.3944 -1.9494
H 2.7848 3.8234 -2.7412
H 2.9883 3.9065 -0.9603
C 0.9178 5.4165 2.8894
C -0.5151 5.3603 3.3887
C -0.8293 6.4857 4.3600
O -1.4011 5.5117 2.2771
P -2.1163 4.2404 1.5503
S -2.8820 4.9773 -0.0902
S -0.9639 2.6292 1.6716
O -3.3194 3.8871 2.6280
C -4.3406 4.8422 2.9002
C -5.6110 4.4636 2.1575
C -4.5513 4.8467 4.4064
H 1.6161 5.4178 3.7327
H 1.0615 6.3155 2.2884
H 1.1175 4.5573 2.2513
H -0.6980 4.3925 3.8667
H -0.6171 7.4504 3.8939
H -0.2215 6.3899 5.2633
H -1.8831 6.4666 4.6409
H -4.0063 5.8321 2.5724
H -5.9252 3.4612 2.4619
H -5.4229 4.4636 1.0846
H -6.4146 5.1693 2.3843
H -4.8421 3.8473 4.7379
H -5.3372 5.5538 4.6848
H -3.6305 5.1188 4.9228
*
```

=====

Entry 3:
The following is a DFT calculation (the ωB97M-V functional and the def2-TZVPD basis) of 13 unconnected molecules or ions with the total composition C46H42F22O36P at a distorted geometry.

Values from the calculation:
HOMO-LUMO gap   8.3185 eV

The geometry in ORCA input format:
```
! RIJCOSX wB97M-V def2-TZVPD def2/J DEFGRID3
* xyz 1 1
F 3.4273 0.5521 0.4972
C 3.6890 -0.7831 0.5753
F 4.9411 -1.0013 1.0786
F 3.6158 -1.3692 -0.6640
C 2.6359 -1.4926 1.4723
C 1.2566 -1.6252 1.0304
C 0.2492 -2.3263 1.8260
C 0.6855 -2.8846 3.0841
C 2.0762 -2.7433 3.5371
C 2.3935 -3.4394 4.9114
F 1.6202 -2.7943 5.8557
F 3.7053 -3.3281 5.2810
P 1.8383 -5.2539 4.6966
C 3.1209 -6.5064 5.2777
F 3.5031 -6.2251 6.5524
F 2.5285 -7.7466 5.1873
C 4.3966 -6.5628 4.3079
F 4.1095 -6.0989 3.0592
F 5.4457 -5.8763 4.7992
F 4.7307 -7.8724 4.1888
C 3.0767 -2.0499 2.7571
H 0.9139 -1.2085 0.0580
H -0.8053 -2.4595 1.5137
H -0.0497 -3.4484 3.7088
H 0.5519 -5.4143 5.2908
H 1.6544 -5.4884 3.2997
H 4.1295 -1.9539 3.1049
C 2.7704 3.3188 1.6831
C 2.5483 4.3642 0.6307
O 2.2631 5.5222 1.3907
C 2.9293 5.3665 2.5711
O 3.1390 6.2465 3.3412
O 3.3294 4.0807 2.7527
F 1.4669 4.0678 -0.1353
H 1.8416 2.8551 2.0150
H 3.4546 2.5405 1.3575
H 3.4128 4.5505 -0.0115
C -0.3775 2.2780 -2.3778
C 0.2226 1.0040 -1.8629
O -0.3964 0.0133 -2.6623
C -0.6758 0.6202 -3.8526
O -0.9505 0.0368 -4.8505
O -0.5946 1.9731 -3.7551
F -0.1169 0.7903 -0.5651
H -1.3327 2.5141 -1.9033
H 0.2901 3.1314 -2.2646
H 1.3083 0.9385 -1.9743
C -0.0390 4.6368 -7.3606
C -1.3372 5.1023 -6.7705
O -1.1209 4.9657 -5.3779
C 0.2196 5.1351 -5.1931
O 0.7265 5.3506 -4.1399
O 0.9031 5.0325 -6.3640
F -2.3608 4.2857 -7.1341
H -0.0010 3.5524 -7.4871
H 0.1783 5.1087 -8.3164
H -1.5920 6.1331 -6.9997
C -3.7852 -1.8436 -3.1715
C -5.0817 -1.3712 -2.5876
O -4.8687 -1.5146 -1.1872
C -3.5350 -1.3543 -1.0031
O -3.0234 -1.1400 0.0537
O -2.8472 -1.4557 -2.1663
F -6.1083 -2.1784 -2.9574
H -3.7491 -2.9280 -3.3023
H -3.5593 -1.3684 -4.1252
H -5.3307 -0.3250 -2.8190
C 6.5359 -3.3340 -1.0702
C 6.0664 -4.5172 -0.2762
O 6.4080 -5.6096 -1.1035
C 7.5032 -5.2066 -1.8194
O 8.2185 -5.9426 -2.4123
O 7.6691 -3.8582 -1.7569
F 4.7176 -4.4982 -0.1141
H 5.7951 -2.9951 -1.7980
H 6.8165 -2.4927 -0.4379
H 6.5512 -4.6282 0.6973
C 7.1763 -8.9007 -1.7209
C 7.7699 -10.1846 -1.2215
O 7.0917 -11.1652 -1.9809
C 6.7702 -10.5621 -3.1653
O 6.4360 -11.1443 -4.1418
O 6.8889 -9.2080 -3.0819
F 7.4860 -10.3786 0.0928
H 6.2491 -8.6389 -1.2048
H 7.8683 -8.0628 -1.6449
H 8.8468 -10.2760 -1.3820
C 1.5434 8.2757 5.6733
C 1.3207 9.3233 4.6236
O 1.0328 10.4803 5.3858
C 1.6987 10.3228 6.5684
O 1.9065 11.1986 7.3400
O 2.1000 9.0336 6.7452
F 0.2412 9.0282 3.8567
H 0.6125 7.8088 6.0044
H 2.2297 7.4965 5.3450
H 2.1858 9.5107 3.9835
C -3.1381 -2.8782 5.8365
C -3.5838 -4.0750 6.6210
O -3.2001 -5.1574 5.7848
C -2.1249 -4.7242 5.0888
O -1.3788 -5.4475 4.4859
O -1.9849 -3.3819 5.1554
F -4.9258 -4.0937 6.7687
H -3.8730 -2.5537 5.1024
H -2.8849 -2.0352 6.4734
H -3.1056 -4.1786 7.5981
C -6.1507 1.6778 -6.5033
C -7.1195 2.7036 -5.9937
O -7.5241 2.1633 -4.7463
C -6.4726 1.4279 -4.3032
O -6.3438 1.0483 -3.1793
O -5.5780 1.1813 -5.2934
F -8.2014 2.7976 -6.7986
H -6.6447 0.8609 -7.0336
H -5.3889 2.1073 -7.1521
H -6.6880 3.6955 -5.8405
C -8.0857 -1.4107 4.2716
C -7.0393 -2.1711 5.0336
O -6.7121 -1.2938 6.0903
C -7.8444 -0.5608 6.3302
O -8.0279 0.0800 7.3076
O -8.7321 -0.6710 5.3041
F -5.9253 -2.3720 4.2775
H -7.6545 -0.7187 3.5441
H -8.7884 -2.0658 3.7588
H -7.3832 -3.1244 5.4412
C -0.7530 9.0782 -9.7345
C -0.1523 7.8046 -9.2142
O -0.7712 6.8123 -10.0057
C -1.0544 7.4142 -11.2042
O -1.3292 6.8289 -12.1945
O -0.9709 8.7692 -11.1089
F -0.4907 7.5941 -7.9125
H -1.7078 9.3157 -9.2596
H -0.0847 9.9310 -9.6248
H 0.9326 7.7399 -9.3265
C -2.9476 0.4480 2.7066
C -2.5734 0.6308 4.1454
O -1.2082 0.9868 4.0722
C -1.0531 1.6185 2.8724
O -0.1124 2.2833 2.5862
O -2.1079 1.3951 2.0521
F -2.6803 -0.5355 4.8333
H -2.7194 -0.5535 2.3378
H -3.9989 0.6591 2.5175
H -3.1298 1.4147 4.6642
*
```

=====

Entry 4:
The following is a DFT calculation (the ωB97M-V functional and the def2-TZVPD basis) of a molecular structure, C46H42F9N5OPRbS2Si at a distorted geometry.

Values from the calculation:
HOMO-LUMO gap   6.6999 eV

The geometry in ORCA input format:
```
! RIJCOSX wB97M-V def2-TZVPD def2/J DEFGRID3
* xyz 0 1
Rb -0.2170 0.7438 1.4989
N -1.5006 2.1617 5.9864
C -1.7875 3.4908 5.6467
C -1.2564 3.6957 4.4223
N -0.7690 2.5084 3.8988
C -0.7676 1.6410 4.9358
C -0.1748 0.3522 4.9203
N 0.5138 -0.2815 3.9751
C 0.8856 -1.4639 4.5576
C 0.5218 -1.4970 5.8626
N -0.2362 -0.3648 6.0844
H -1.9166 1.6479 6.7847
H -2.3118 4.1493 6.3183
H -1.1623 4.6510 3.8042
H 1.4451 -2.2034 3.9858
H 0.7682 -2.1737 6.6424
H -0.7993 -0.1173 6.9007
S -3.0450 -0.7367 2.9417
C -4.6368 -0.2144 2.8482
N -5.0948 0.4463 1.7688
C -6.2059 1.3609 1.9069
C -6.7332 1.1267 3.3393
S -5.8111 -0.2167 4.1235
H -4.5884 0.4171 0.9013
H -6.9634 1.0818 1.0992
H -5.8893 2.4153 1.7123
H -7.7308 0.6724 3.4041
H -6.7187 1.9746 3.9779
F -0.5606 -7.9153 3.0541
C -1.6982 -7.4583 2.3377
F -2.1460 -8.5592 1.5830
F -2.6332 -7.2331 3.2689
C -1.4751 -6.2622 1.4367
C -2.1886 -5.0538 1.7215
C -1.9060 -3.9542 0.9679
C -0.9749 -3.9829 -0.0863
C -0.2539 -5.1538 -0.3108
C -0.5287 -6.2938 0.4000
P -0.9176 -2.5167 -1.1951
C -1.9737 -3.0247 -2.4833
C -1.9212 -4.2720 -3.2002
C -2.6157 -4.5047 -4.3131
C -3.4945 -3.5228 -4.8276
C -3.5613 -2.2568 -4.2350
C -2.7959 -2.0680 -3.0635
C -4.3337 -3.9409 -6.0668
F -5.0095 -2.8647 -6.4963
F -3.5757 -4.4141 -7.0769
F -5.1895 -4.9386 -5.7738
C 0.7706 -2.6411 -1.8200
C 1.0484 -2.3589 -3.1693
C 2.2763 -2.5204 -3.7253
C 3.3544 -2.9502 -2.9336
C 3.1574 -3.1451 -1.5408
C 1.8954 -2.9745 -1.0185
C 4.6596 -3.3787 -3.5132
F 5.0222 -2.7557 -4.7081
F 4.7808 -4.7600 -3.6262
F 5.7486 -2.9785 -2.7124
H -3.0314 -5.0748 2.4926
H -2.4025 -2.9996 1.2449
H 0.4583 -5.1893 -1.0961
H -0.0553 -7.2800 0.1968
H -1.4837 -5.1264 -2.7164
H -2.6237 -5.4430 -4.8622
H -4.2558 -1.4825 -4.5112
H -2.8573 -1.1209 -2.5173
H 0.1610 -2.1297 -3.8143
H 2.3179 -2.5080 -4.8606
H 4.0244 -3.3872 -0.9065
H 1.7741 -2.9882 0.0700
C 0.3149 5.9267 -1.4822
C 1.4132 5.0008 -2.0457
C 0.7043 4.2652 -3.2403
C 2.6342 5.6994 -2.4873
Si 1.6994 3.5733 -0.8138
O 0.5204 2.6302 -0.3770
C 3.1961 2.5760 -1.4359
C 3.7564 1.7653 -0.4624
C 4.6693 0.7660 -0.7127
C 5.0246 0.4758 -2.0424
C 4.4534 1.2927 -3.0326
C 3.6004 2.3449 -2.7452
C 2.3267 4.5258 0.7852
C 3.6132 5.0782 0.7370
C 4.1205 5.8489 1.8408
C 3.2674 6.1282 2.8849
C 2.0040 5.5340 2.9918
C 1.5470 4.6474 2.0028
H -0.0358 6.6717 -2.1859
H 0.8375 6.4213 -0.6226
H -0.5981 5.3413 -1.1441
H 0.3890 5.0679 -3.8956
H -0.1683 3.6473 -2.9415
H 1.4016 3.6047 -3.7873
H 2.3561 6.4972 -3.2052
H 3.3571 5.0555 -3.0014
H 3.1639 6.2690 -1.7259
H 3.4605 1.9665 0.5784
H 5.1300 0.2741 0.1261
H 5.7921 -0.2793 -2.2453
H 4.7441 1.0993 -4.0560
H 3.3646 2.9793 -3.6032
H 4.2846 4.9317 -0.1264
H 5.1815 6.1583 1.8263
H 3.5816 6.6556 3.7905
H 1.4611 5.6265 3.9188
H 0.6272 4.0489 2.0939
*
```

=====

no.,E (eV)
1,-95471.4968
2,-315434.6014
3,-191159.2610
4,-121833.2334